10
Properties=species:S:1:pos:R:3 method="wB97M-V/def2-TZVPD" fmax_ev_per_a=3.2 e_above_lowest_kj_mol=330.7 energy_ha=-813.0273
C -1.595 0.657 0.159
C -0.447 1.234 0.105
C 1.164 -0.559 -0.608
S 0.336 -1.977 -0.041
I 3.033 -0.026 0.220
H -2.527 1.154 0.405
H -1.692 -0.408 -0.048
H 0.090 2.143 0.219
H 1.147 -0.472 -1.681
H 0.491 -1.746 1.269